[1]
A structure of composition C50H44FN7O4P2Sn at a distorted geometry. Source: the OMol25 dataset; level of theory: wB97M-V/def2-TZVPD.

Highest occupied orbital energy: -12.00 eV
Frontier orbital gap: 0.2680 Ha

Structure (ORCA input):
```
! RIJCOSX wB97M-V def2-TZVPD def2/J DEFGRID3
* xyz 2 1
Sn -0.02 1.53 2.06
C 3.22 0.65 3.69
P 1.54 -0.13 3.70
C 1.91 -1.83 3.18
C 1.78 -2.96 3.98
C 1.93 -4.22 3.42
C 2.18 -4.36 2.07
C 2.32 -3.24 1.26
C 2.19 -1.98 1.82
C 1.13 -0.16 5.47
C -0.09 0.37 5.86
C -0.43 0.43 7.21
C 0.46 -0.04 8.16
C 1.67 -0.60 7.77
C 2.02 -0.65 6.43
C 3.10 2.13 3.65
C 4.20 3.09 3.68
C 3.64 4.31 3.74
C 2.20 4.11 3.76
C 1.26 5.03 3.94
P -0.39 4.94 -0.47
C -2.14 5.32 -0.85
C -2.73 5.51 -2.09
C -4.10 5.68 -2.18
C -4.89 5.66 -1.04
C -4.31 5.48 0.20
C -2.94 5.31 0.30
C 0.70 5.56 -1.78
C 0.45 6.64 -2.61
C 1.43 7.09 -3.47
C 2.67 6.47 -3.52
C 2.94 5.41 -2.67
C 1.97 4.97 -1.78
N 1.94 2.72 3.66
H 3.77 0.38 4.60
H 3.80 0.27 2.84
H 1.54 -2.86 5.03
H 1.82 -5.09 4.05
H 2.27 -5.35 1.64
H 2.53 -3.35 0.20
H 2.29 -1.09 1.19
H -0.79 0.72 5.11
H -1.38 0.84 7.51
H 0.22 0.02 9.21
H 2.36 -0.98 8.51
H 2.96 -1.09 6.13
H 5.25 2.84 3.65
H 4.11 5.28 3.79
H 0.21 4.78 4.01
H 1.53 6.08 4.04
H -2.13 5.49 -3.00
H -4.56 5.84 -3.15
H -5.97 5.78 -1.12
H -4.92 5.48 1.10
H -2.48 5.15 1.27
H -0.51 7.14 -2.58
H 1.23 7.93 -4.12
H 3.43 6.82 -4.20
H 3.91 4.93 -2.68
H 2.19 4.16 -1.09
F 0.04 -4.37 -0.15
C -0.18 -3.43 -1.09
C 0.02 -2.12 -0.75
C -0.21 -1.10 -1.66
C -0.04 0.29 -1.22
O 0.47 0.46 -0.10
C -0.48 1.27 -2.20
C -0.86 0.85 -3.45
N -0.92 -0.42 -3.85
C -1.38 -0.72 -5.19
C -0.44 -1.34 -6.19
C -0.85 0.09 -6.33
C -0.66 -1.44 -2.94
C -0.85 -2.78 -3.28
C -0.64 -3.80 -2.36
N -0.88 -5.13 -2.75
C -2.18 -5.47 -3.31
C -2.03 -6.62 -4.29
N -1.47 -7.79 -3.56
C -0.15 -7.44 -2.94
C -0.33 -6.25 -2.00
C -0.57 2.76 -2.07
O -0.81 3.46 -3.01
O -0.41 3.24 -0.83
H 0.33 -1.87 0.26
H -1.14 1.60 -4.18
H -2.42 -1.02 -5.22
H -0.85 -2.07 -6.88
H 0.57 -1.55 -5.87
H -1.53 0.37 -7.12
H -0.10 0.84 -6.11
H -1.17 -3.02 -4.28
H -2.61 -4.61 -3.81
H -2.88 -5.76 -2.51
H -1.33 -6.35 -5.08
H -2.99 -6.88 -4.74
H -1.37 -8.59 -4.18
H -2.12 -8.06 -2.82
H 0.53 -7.18 -3.74
H 0.24 -8.30 -2.40
H 0.64 -6.00 -1.60
H -0.98 -6.54 -1.15
O -1.52 -0.17 1.99
N -1.49 -0.98 3.01
C -2.00 -2.15 2.80
C -2.45 -2.59 1.51
N -2.75 -2.89 0.44
C -2.09 -3.04 3.91
N -2.20 -3.74 4.81
*
```



[2]
A structure of composition C50H45N5O3PPtSeSi at a distorted geometry. Source: the OMol25 dataset; level of theory: wB97M-V/def2-TZVPD.

Highest occupied orbital energy (spin up / spin down): -8.71 / -9.09 eV
Frontier orbital gap (spin up / spin down): 0.1947 / 0.1001 Ha

Structure (ORCA input):
```
! RIJCOSX wB97M-V def2-TZVPD def2/J DEFGRID3
* xyz 1 5
Pt -1.97 0.46 -0.12
Se -3.75 8.01 -1.04
N -2.23 7.17 -0.69
C -2.47 5.87 -0.61
C -1.47 4.89 -0.31
C -0.14 5.20 -0.07
C 0.73 4.20 0.33
C 0.24 2.91 0.46
N -1.00 2.58 0.16
C -1.89 3.53 -0.22
C -3.23 3.15 -0.44
N -3.57 1.83 -0.33
C -4.84 1.47 -0.42
C -5.87 2.37 -0.64
C -5.56 3.71 -0.79
C -4.24 4.12 -0.70
C -3.84 5.49 -0.80
N -4.66 6.50 -1.04
H 0.18 6.23 -0.17
H 1.77 4.41 0.55
H 0.87 2.12 0.85
H -5.05 0.42 -0.30
H -6.89 2.03 -0.69
H -6.32 4.46 -0.97
O -3.41 0.00 -2.55
C -2.86 -0.62 -1.69
C -2.92 -2.00 -1.28
C -4.03 -2.80 -1.59
C -4.06 -4.10 -1.14
C -2.99 -4.64 -0.43
C -1.86 -3.87 -0.17
C -1.83 -2.55 -0.57
P -0.44 -1.33 -0.44
C 0.46 -1.88 -1.95
C 1.85 -1.95 -1.88
C 2.58 -2.44 -2.94
C 1.94 -2.86 -4.09
C 0.56 -2.79 -4.17
C -0.18 -2.29 -3.11
C 0.56 -2.06 0.88
C 0.61 -1.44 2.12
C 1.28 -2.03 3.18
C 1.93 -3.24 2.99
C 1.90 -3.86 1.75
C 1.20 -3.29 0.71
H -4.84 -2.38 -2.16
H -4.93 -4.71 -1.34
H -3.02 -5.66 -0.10
H -1.04 -4.30 0.38
H 2.35 -1.65 -0.97
H 3.66 -2.51 -2.86
H 2.51 -3.25 -4.92
H 0.06 -3.12 -5.07
H -1.26 -2.24 -3.20
H 0.10 -0.50 2.24
H 1.30 -1.55 4.14
H 2.46 -3.71 3.81
H 2.41 -4.80 1.60
H 1.16 -3.79 -0.25
C 5.53 -1.77 2.96
C 5.46 -1.33 1.53
C 6.31 -1.93 0.59
C 6.25 -1.58 -0.75
C 5.33 -0.65 -1.19
C 4.48 -0.03 -0.26
N 3.48 0.83 -0.65
C 3.25 1.40 -1.87
C 4.29 1.94 -2.65
C 4.01 2.62 -3.82
C 2.70 2.80 -4.24
C 1.67 2.28 -3.48
C 1.92 1.56 -2.32
C 0.76 0.95 -1.61
O -0.36 1.10 -2.09
O 0.98 0.32 -0.51
C 4.57 -0.35 1.11
C 3.70 0.39 2.08
H 6.09 -2.69 3.05
H 4.53 -1.94 3.36
H 6.02 -1.02 3.58
H 7.02 -2.67 0.92
H 6.91 -2.06 -1.46
H 5.22 -0.44 -2.24
H 2.62 0.74 -0.10
H 5.30 1.88 -2.29
H 4.82 3.04 -4.40
H 2.49 3.36 -5.14
H 0.64 2.38 -3.79
H 3.64 1.44 1.80
H 4.10 0.33 3.09
H 2.69 -0.03 2.09
C -2.51 -2.22 2.90
Si -3.22 -0.46 3.07
C -3.01 0.17 4.87
C -5.06 -0.49 2.57
C -2.25 0.82 2.05
H -3.26 -2.97 3.11
H -1.68 -2.39 3.58
H -2.15 -2.39 1.90
H -3.57 -0.44 5.57
H -3.37 1.19 4.98
H -1.97 0.15 5.17
H -5.67 -0.88 3.38
H -5.24 -1.13 1.71
H -5.44 0.50 2.34
H -1.26 0.97 2.47
H -2.77 1.78 2.12
*
```



[3]
A cluster of 8 separate species, C50H45NO31 in total at a distorted geometry. Source: the OMol25 dataset; level of theory: wB97M-V/def2-TZVPD.

Structure (SMILES): CC(C)C[C@@H](C)COOC(N)=O.O=C1C=C(O)C(=O)C=C1O.O=C1C=C(O)C(=O)C=C1O.O=C1C=C(O)C(=O)C=C1O.O=C1C=C(O)C(=O)C=C1O.O=C1C=C(O)C(=O)C=C1O.O=C1C=C(O)C(=O)C=C1O.O=C1C=C(O)C(=O)C=C1O
Highest occupied orbital energy: -9.59 eV
Frontier orbital gap: 0.2833 Ha

Structure (ORCA input):
```
! RIJCOSX wB97M-V def2-TZVPD def2/J DEFGRID3
* xyz 0 1
C -4.68 5.29 1.26
C -3.18 5.44 0.84
C -3.17 6.21 -0.50
C -2.50 4.06 0.69
C -1.21 3.88 1.51
C -0.25 5.07 1.47
C -1.46 3.51 2.97
O -2.39 2.43 3.10
O -1.72 1.31 3.70
C -1.49 0.31 2.78
N -1.97 0.53 1.47
O -0.91 -0.67 3.14
H -5.31 5.46 0.38
H -4.96 5.99 2.05
H -4.91 4.29 1.62
H -2.71 6.05 1.61
H -3.47 5.55 -1.32
H -3.94 6.99 -0.45
H -2.22 6.71 -0.69
H -3.21 3.31 1.07
H -2.34 3.81 -0.36
H -0.66 3.03 1.07
H -0.52 5.88 2.14
H -0.09 5.45 0.46
H 0.73 4.73 1.81
H -0.52 3.18 3.41
H -1.85 4.36 3.56
H -1.50 -0.14 0.87
H -2.98 0.39 1.47
O -12.36 3.45 1.52
C -11.26 3.95 1.62
C -10.26 3.52 2.58
C -9.07 4.14 2.63
O -8.12 3.79 3.49
C -8.73 5.28 1.72
O -7.64 5.80 1.84
C -9.72 5.69 0.74
C -10.91 5.07 0.68
O -11.86 5.41 -0.19
H -10.51 2.70 3.24
H -7.37 4.39 3.32
H -9.46 6.51 0.07
H -12.61 4.81 -0.01
O 2.60 3.99 0.70
C 3.74 3.58 0.67
C 4.07 2.16 0.56
C 5.35 1.78 0.54
O 5.71 0.50 0.44
C 6.47 2.76 0.64
O 7.61 2.34 0.64
C 6.14 4.18 0.74
C 4.86 4.57 0.75
O 4.50 5.85 0.83
H 3.24 1.46 0.48
H 6.68 0.48 0.46
H 6.96 4.88 0.80
H 3.52 5.85 0.82
O -4.16 -3.53 -4.17
C -4.19 -2.73 -3.25
C -3.18 -1.70 -3.07
C -3.26 -0.86 -2.03
O -2.36 0.11 -1.82
C -4.38 -0.94 -1.03
O -4.36 -0.15 -0.11
C -5.40 -1.95 -1.22
C -5.33 -2.79 -2.26
O -6.24 -3.73 -2.48
H -2.37 -1.65 -3.79
H -2.66 0.58 -1.01
H -6.21 -1.99 -0.51
H -5.99 -4.23 -3.28
O -6.10 -9.19 -8.44
C -6.11 -8.37 -7.54
C -5.09 -7.35 -7.36
C -5.17 -6.50 -6.32
O -4.26 -5.55 -6.13
C -6.28 -6.58 -5.32
O -6.29 -5.80 -4.39
C -7.31 -7.59 -5.51
C -7.23 -8.44 -6.55
O -8.14 -9.38 -6.77
H -4.29 -7.30 -8.09
H -4.51 -5.05 -5.32
H -8.12 -7.63 -4.79
H -7.85 -9.85 -7.58
O 6.78 -1.09 2.19
C 6.56 -1.48 3.32
C 7.21 -2.65 3.90
C 6.91 -3.02 5.16
O 7.47 -4.07 5.74
C 5.92 -2.26 5.99
O 5.68 -2.67 7.11
C 5.29 -1.08 5.42
C 5.59 -0.71 4.17
O 5.04 0.36 3.58
H 7.92 -3.18 3.29
H 7.08 -4.12 6.64
H 4.59 -0.54 6.03
H 5.42 0.39 2.68
O 9.60 -4.05 2.37
C 10.77 -4.37 2.31
C 11.22 -5.74 2.14
C 12.53 -6.01 2.10
O 13.01 -7.24 1.95
C 13.57 -4.93 2.24
O 14.74 -5.25 2.22
C 13.11 -3.55 2.39
C 11.80 -3.28 2.42
O 11.33 -2.05 2.55
H 10.47 -6.51 2.04
H 13.98 -7.16 1.96
H 13.87 -2.78 2.47
H 10.36 -2.12 2.55
O 1.44 -0.36 -6.20
C 1.51 -0.23 -4.99
C 0.88 -1.15 -4.05
C 0.99 -0.93 -2.74
O 0.44 -1.73 -1.82
C 1.74 0.25 -2.19
O 1.78 0.39 -0.98
C 2.39 1.15 -3.13
C 2.28 0.93 -4.45
O 2.85 1.72 -5.35
H 0.33 -1.99 -4.46
H 0.67 -1.35 -0.96
H 2.94 1.98 -2.72
H 2.62 1.33 -6.22
*
```